No. 1
A structure of composition C14H22BrF3NO5SSi2Ti, computed with the ωB97M-V functional and the def2-TZVPD basis.

Atoms and positions in Å:
Br -2.2990 -1.3115 3.5367
Ti 0.0413 0.2158 0.6795
S 1.5142 0.0555 2.8823
Si -0.9034 -1.7116 -1.5118
Si 1.8860 0.1336 -1.9437
F 3.2666 -1.1921 1.4232
F 4.1042 0.1655 2.8894
F 3.2717 -1.7386 3.5213
O -1.2969 3.7957 -0.0640
O 0.5528 -0.9511 2.3379
O 1.4718 1.1180 1.8160
O -0.5650 1.6790 -0.2250
O 1.3620 0.4730 4.2192
N -1.7884 0.9221 1.9320
C -2.4458 0.4812 3.0037
C -1.9959 2.2114 1.5750
C -1.2684 2.6825 0.3497
C 0.9982 0.9727 -3.3445
C 3.0552 -1.1929 -2.5330
C 3.1693 -0.7382 2.6699
C -3.4614 2.6104 3.3914
C -2.8062 3.0827 2.2601
C -3.2848 1.2948 3.7616
C -1.8433 -0.6931 -2.7505
C 0.6324 -0.8190 -0.8106
C 2.8185 1.4269 -0.9684
C -0.3787 -3.3759 -2.1486
C -1.9865 -1.9095 0.0175
H 0.1275 -3.9580 -1.3765
H 1.7138 1.6147 -3.8644
H -2.9040 4.0972 1.9017
H -2.4318 -0.9794 0.3882
H -4.1064 3.2574 3.9703
H 0.1867 1.6094 -2.9895
H 3.5780 -1.6683 -1.7005
H 3.8091 -0.7548 -3.1911
H 2.5359 -1.9719 -3.0937
H -1.2482 -3.9444 -2.4853
H -2.8464 -1.1136 -2.8581
H 0.3015 -3.2769 -2.9964
H 2.1827 2.2485 -0.6335
H -1.9494 0.3436 -2.4256
H 1.2035 -1.5911 -0.2586
H -2.8438 -2.5324 -0.2539
H -3.7836 0.8778 4.6235
H -1.3819 -0.6893 -3.7368
H 3.3596 1.0304 -0.1096
H 0.5999 0.2707 -4.0764
H -1.4844 -2.4156 0.8457
H 3.5610 1.8584 -1.6457

Its total charge is +1. The value obtained for the LUMO energy is -4.504 eV. The energy comes out at -5677.83479 Ha. Its spin multiplicity is 1. The calculation puts the orbital gap at 0.3182 Ha.

No. 2
A structure of composition C14H22ClF3NO7Se2W, computed with the ωB97M-V functional and the def2-TZVPD basis.

Atoms and positions in Å:
W -0.0029 -0.6662 1.6664
Se 2.0439 0.4410 0.3643
Se 0.1817 -2.1807 -0.3947
Cl -0.5887 1.7192 3.2994
F -2.6959 -1.3815 0.2606
F -2.1094 -3.0170 1.5206
F -2.9439 -1.2465 2.3919
O 0.7964 1.8923 -2.2906
O -1.4152 0.5013 3.1309
O -1.2081 2.8422 2.7145
O -0.2135 1.9124 4.6411
O 0.6152 1.3209 2.4743
O 1.9463 -2.7850 -2.9531
O -1.1389 0.5864 0.5291
N -1.8888 2.3803 -0.5909
C -0.9603 1.7653 0.0695
C 0.4239 -2.9017 2.3964
C -0.2542 -2.2028 3.4302
C -3.1953 1.7788 -0.8499
C 1.6908 -2.3007 2.2169
C 1.7938 -1.2250 3.1183
C 1.4596 -0.5029 -2.4171
C 1.9625 -1.4735 -3.4912
C 1.3124 0.8579 -3.1158
C 0.6030 -1.1780 3.8826
C -1.6536 3.7225 -1.1141
C 2.5018 -0.4816 -1.2944
C 0.0874 -0.9664 -1.9134
C -2.0910 -1.6627 1.4288
H 0.6065 0.7605 -3.9427
H -3.4706 1.9873 -1.8818
H 3.4081 0.0340 -1.6239
H -1.2461 -2.4122 3.7948
H 2.7724 -1.5038 -1.0361
H 2.6167 -0.5322 3.1810
H 0.3847 -0.4681 4.6628
H -1.6872 3.6942 -2.2016
H -3.1488 0.7086 -0.6827
H -0.5404 -0.1253 -1.6399
H -3.9369 2.2190 -0.1834
H 2.2780 1.1548 -3.5408
H -2.4224 4.3950 -0.7367
H 2.9737 -1.1876 -3.8031
H 1.4310 2.0407 -1.5781
H -0.0192 2.2808 0.2273
H -0.6764 4.0756 -0.7970
H 2.2817 -3.4029 -3.6094
H 0.0356 -3.7423 1.8479
H 2.4262 -2.5764 1.4805
H 1.3049 -1.4077 -4.3660
H -0.4309 -1.5405 -2.6816

Its total charge is +1. The value obtained for the LUMO energy is -4.560 eV. For the energy relative to the best compared isomer or geometry (same formula, charge and spin), the calculation gives 1.611 eV. The energy comes out at -6757.35648 Ha. Its spin multiplicity is 1. The calculation puts the orbital gap at 0.2401 Ha.

No. 3
A structure of composition C14H22F6N2O4S2Si2V, computed with the ωB97M-V functional and the def2-TZVPD basis.

Atoms and positions in Å:
V -0.1474 0.8543 0.4527
S -1.2212 2.4755 -1.2902
S -2.7880 0.4764 -0.4580
Si 2.0030 -1.4024 -0.6034
Si 3.0702 1.8596 -0.4256
F -0.1604 4.6494 -2.0316
F -2.1551 4.3672 -2.8288
F -4.3836 0.7781 1.6829
F -1.8910 4.9145 -0.7466
F -2.5960 -0.3931 1.9838
F -2.4498 1.7570 1.7961
O -0.5270 1.7251 -2.2819
O -3.7810 -0.3356 -1.0202
O -1.3979 -0.1156 -0.3835
O -0.4040 2.5737 -0.0253
N -2.6610 1.9563 -0.9622
N 0.5035 0.4212 2.1605
C 1.7771 0.4851 0.2511
C 0.2171 0.2949 3.4700
C 3.7512 -1.9485 -0.2231
C -1.3957 4.2684 -1.7791
C 1.2187 0.0790 4.3842
C 2.5489 0.0287 3.9442
C 2.7135 3.2415 0.8298
C 2.8443 0.1946 2.6052
C 0.8102 -2.4296 0.4370
C 1.5702 -1.1171 -2.3974
C 1.7946 0.3606 1.7029
C 4.8422 1.2622 -0.2571
C 2.7143 2.2671 -2.2173
C -3.1360 0.6730 1.3807
H 2.8664 4.2137 0.3563
H 1.7133 1.9892 -2.5262
H 1.1651 -2.5468 1.4629
H -0.1955 -2.0068 0.4628
H 2.3880 -0.6383 -2.9375
H 0.9761 -0.0484 5.4292
H 1.6958 3.2229 1.2156
H 3.8309 -3.0008 -0.5143
H 3.9931 -1.8965 0.8390
H 3.4017 3.1865 1.6745
H 0.6806 -0.4967 -2.5014
H 3.4262 1.7667 -2.8747
H 5.0886 0.7903 0.6936
H 5.4960 2.1343 -0.3499
H 2.8256 3.3408 -2.3864
H 1.3731 -2.0709 -2.8929
H 4.5100 -1.4049 -0.7841
H 3.3444 -0.1308 4.6604
H 5.1185 0.5773 -1.0594
H 3.8618 0.1757 2.2447
H 0.7233 -3.4346 0.0178
H -0.8140 0.3736 3.7820

Its total charge is +2. The value obtained for the LUMO energy (alpha / beta) is -9.533 / -7.820 eV. For the energy relative to the best compared isomer or geometry (same formula, charge and spin), the calculation gives 1.205 eV. The energy comes out at -3875.08105 Ha. Its spin multiplicity is 2. The calculation puts the orbital gap (alpha / beta) at 0.2396 / 0.3015 Ha.

No. 4
A structure of composition C14H22FeI2N2O3S2Sc, computed with the ωB97M-V functional and the def2-TZVPD basis.

Atoms and positions in Å:
I 0.9221 -2.9596 -3.2756
I 0.0599 -0.6170 -4.4039
Fe 0.1169 -1.0625 -1.7274
Sc 0.1462 0.3614 0.8551
S 1.7218 -1.2567 -0.3193
S -1.5697 -1.2314 -0.2872
O 2.8705 1.4317 3.1120
O -0.0915 2.0371 -0.1829
O 1.8397 2.0847 -2.8198
N -1.6652 0.3402 3.4937
N -0.9942 1.0806 2.5520
C -4.2159 -1.1065 0.2615
C 2.0406 1.0769 2.3971
C -3.5369 -0.4517 -2.1205
C -3.1036 1.0955 -0.2038
C 4.1578 -2.5488 -0.6742
C -3.2015 -0.3650 -0.6330
C 1.0359 1.4720 -2.1893
C 0.1989 1.2259 -1.1901
C 4.2498 -0.0661 -0.1301
C -2.1968 1.1206 4.4508
C 3.7918 -0.8109 -2.4582
C 3.6555 -1.1549 -1.0007
C -1.8443 2.4320 4.1518
C -1.1193 2.3833 2.9532
H -4.5514 -0.0647 -2.2930
H 3.9721 -2.7964 0.3742
H 5.3139 0.0572 -0.3429
H 4.8641 -0.7427 -2.6994
H 3.6533 -3.3017 -1.2955
H -2.8356 0.1712 -2.7036
H -2.7687 0.7167 5.2734
H 4.1428 -0.2944 0.9358
H 3.3588 -1.5705 -3.1187
H -4.2502 -2.1770 0.0276
H -2.4236 1.6568 -0.8562
H -3.9371 -0.9927 1.3234
H -0.6948 3.1914 2.3773
H -3.4735 -1.4765 -2.5009
H -2.0894 3.3250 4.7059
H 3.3314 0.1495 -2.7112
H -1.7905 -0.6689 3.3680
H 5.2361 -2.6262 -0.8528
H -5.2317 -0.6903 0.1367
H -4.1096 1.5414 -0.2702
H 3.7636 0.8987 -0.3217
H -2.7482 1.1833 0.8323

Its total charge is +4. The value obtained for the LUMO energy (alpha / beta) is -15.554 / -17.698 eV. The energy comes out at -4296.37350 Ha. Its spin multiplicity is 6. The calculation puts the orbital gap (alpha / beta) at 0.1997 / 0.1334 Ha.